Model P:
The following is a DFT calculation (ωB97M-V/def2-TZVPD) of the ion C7H12N3O with charge +1.

Element x y z (Å)
C 2.842 0.195 0.401
C 1.606 0.753 0.160
C 0.864 -0.293 -0.466
C 0.908 2.001 0.077
C -0.656 0.246 -0.811
C -1.910 -1.949 -0.047
C -1.872 -0.488 -0.032
N 1.489 -1.444 -0.363
N 2.673 -1.142 0.209
N -0.523 1.660 -0.380
O -1.982 0.184 1.252
H 3.697 0.622 0.902
H 1.001 2.490 1.125
H 1.248 2.751 -0.716
H -0.884 0.073 -1.827
H -1.325 -2.412 0.721
H -1.474 -2.358 -1.060
H -2.944 -2.429 -0.082
H -2.651 -0.145 -0.589
H 3.394 -1.860 0.165
H -1.110 1.510 0.540
H -0.860 2.345 -1.008
H -1.533 -0.310 1.830

The SMILES is C[C@@H](O)[C@H]1[NH2+]Cc2c[nH]nc21. The frontier orbital gap is 10.3 eV. The LUMO energy comes out at -2.9 eV. The net charge is +1. For the HOMO energy, the calculation gives -13.26 eV.

These are the natural (NBO) partial charges, in e, on atoms 1 to 6:
1 C 0.00
2 C -0.22
3 C 0.14
4 C -0.22
5 C -0.08
6 C -0.67

Model Q:
The following is a DFT calculation (ωB97M-V/def2-TZVPD) of the ion C7H12N3O with charge +1.

Element x y z (Å)
C -1.367 1.080 -1.025
C -0.020 0.847 -0.949
C -2.349 0.935 -0.023
C -1.583 -1.207 0.667
C 2.637 1.926 0.933
C -0.967 -3.311 -0.701
C 2.187 0.719 0.061
N 0.741 0.581 0.100
N -1.029 -2.125 0.180
N -1.870 -0.086 1.199
O -3.386 1.417 0.213
H -1.862 1.115 -1.961
H 0.493 1.012 -1.877
H 3.775 1.880 1.162
H 2.542 2.835 0.380
H 1.903 2.103 1.825
H -1.977 -3.747 -0.988
H -0.358 -2.905 -1.459
H -0.449 -4.209 -0.074
H 2.549 0.696 -1.016
H 2.676 -0.322 0.399
H 0.245 0.646 0.949
H -2.531 0.120 2.005

The SMILES is CCN/C=C\C(=O)[NH+]=C=NC. The frontier orbital gap is 9.2 eV. The LUMO energy comes out at -3.5 eV. The net charge is +1. For the HOMO energy, the calculation gives -12.70 eV.

These are the natural (NBO) partial charges, in e, on atoms 1 to 6:
1 C -0.55
2 C 0.17
3 C 0.71
4 C 0.73
5 C -0.64
6 C -0.43

Model R:
The following is a DFT calculation (ωB97M-V/def2-TZVPD) of the ion C7H12N3O with charge +1.

Element x y z (Å)
C 1.127 -2.324 -2.158
C 0.435 -1.598 -1.243
C 0.121 -0.405 -1.887
C 0.290 -1.883 0.179
C -1.043 -0.048 0.706
C -1.490 1.252 2.471
C -1.368 1.397 1.047
N 0.584 -0.386 -3.148
N 1.205 -1.583 -3.283
N -0.005 -0.706 0.948
O -0.254 2.285 0.711
H 1.634 -3.184 -1.959
H -0.483 -2.549 0.447
H 1.197 -2.332 0.419
H -1.779 -0.543 -0.026
H -0.515 1.386 2.937
H -1.944 0.310 2.852
H -2.181 1.968 2.846
H -2.247 1.558 0.470
H 1.830 -1.667 -4.113
H -0.666 3.165 0.581
H 0.612 -0.625 1.781
H -0.627 0.430 -1.334

The SMILES is C[C@@H](O)/C=[NH+]/Cc1cn[nH]c1. The frontier orbital gap is 8.2 eV. The LUMO energy comes out at -4.7 eV. The net charge is +1. For the HOMO energy, the calculation gives -12.97 eV.

These are the natural (NBO) partial charges, in e, on atoms 1 to 6:
1 C -0.02
2 C -0.21
3 C -0.03
4 C -0.24
5 C 0.33
6 C -0.66

Which structure loses on stability? model R does.

Model P:
The following is a DFT calculation (ωB97M-V/def2-TZVPD) of an isolated molecule of C2H9N3O.

Element x y z (Å)
C 0.370 1.137 0.034
C 0.437 -0.354 -0.329
N 0.560 -0.718 -1.699
N -0.905 -0.969 0.204
N 0.067 1.121 1.469
O -0.984 -2.251 -0.057
H -0.331 1.767 -0.556
H 1.422 1.479 -0.200
H 1.228 -0.929 0.357
H 0.810 -1.684 -1.554
H -0.371 -0.818 -2.208
H -1.582 -0.250 -0.227
H -0.814 -0.726 1.252
H -0.739 1.775 1.523
H 0.832 1.421 1.990

The SMILES is NC[C@H](N)[NH2+][O-]. The frontier orbital gap is 8.8 eV. The LUMO energy comes out at 0.6 eV. The net charge is 0. For the HOMO energy, the calculation gives -8.21 eV.

These are the natural (NBO) partial charges, in e, on atoms 1 to 6:
1 C -0.28
2 C 0.10
3 N -0.84
4 N -0.22
5 N -0.86
6 O -0.71

Model Q:
The following is a DFT calculation (ωB97M-V/def2-TZVPD) of a cluster of 2 separate species, C2H9N3O in total.

Element x y z (Å)
N 0.102 1.654 0.212
C 0.990 1.880 -0.755
N 1.761 0.880 -1.248
H -0.153 -0.069 0.101
H -0.744 2.279 0.417
H 1.053 2.958 -1.213
H 1.948 1.179 -2.147
H 2.293 0.081 -0.833
N -1.584 -1.469 1.693
C -0.920 -1.813 0.253
O 0.103 -0.947 -0.290
H -1.930 -0.523 1.573
H -0.822 -1.502 2.430
H -1.628 -1.798 -0.595
H -0.469 -2.790 0.401

The SMILES is [H]/N=C/N.NCO. The frontier orbital gap is 10.2 eV. The LUMO energy comes out at 0.9 eV. The net charge is 0. For the HOMO energy, the calculation gives -9.31 eV.

These are the natural (NBO) partial charges, in e, on atoms 1 to 6:
1 N -0.81
2 C 0.31
3 N -0.81
4 H 0.49
5 H 0.38
6 H 0.17

Which structure loses on stability? model P does.

Model P:
The following is a DFT calculation (ωB97M-V/def2-TZVPD) of a cluster of 2 separate species, C5H11NO in total.

Element x y z (Å)
N 1.442 0.436 -1.464
C 0.083 0.044 -1.165
C -0.504 0.149 0.080
C 0.125 0.787 1.170
C -0.618 1.306 2.189
C -0.746 -0.120 -2.433
H 2.113 0.070 -0.833
H 1.626 0.248 -2.454
H -1.418 -0.385 0.272
H 1.225 0.938 1.160
H -0.548 2.329 2.454
H -1.554 0.797 2.442
H -1.280 0.781 -2.662
H -0.194 -0.204 -3.415
H -1.588 -0.801 -2.190
H -0.067 -1.732 2.229
H 1.004 -2.752 2.124
O 0.898 -1.892 2.495

The frontier orbital gap (alpha / beta) is 8.8 / 7.9 eV. The multiplicity is 2. The LUMO energy (alpha / beta) comes out at -4.7 / -6.8 eV. The net charge is +1. For the HOMO energy (alpha / beta), the calculation gives -13.58 / -14.69 eV.

These are the natural (NBO) partial charges, in e, on atoms 1 to 6:
1 N -0.70
2 C 0.39
3 C -0.26
4 C -0.12
5 C -0.15
6 C -0.70

Model Q:
The following is a DFT calculation (ωB97M-V/def2-TZVPD) of a cluster of 2 separate species, C5H11NO in total.

Element x y z (Å)
C -1.545 -1.157 -0.974
C -1.412 -0.769 0.507
C -0.668 0.506 0.777
C -1.065 1.387 1.769
C 0.926 1.328 -0.752
N 0.537 0.537 0.156
H -2.177 -2.034 -1.052
H -1.963 -0.306 -1.539
H -0.592 -1.320 -1.466
H -0.791 -1.565 0.944
H -2.394 -0.760 0.966
H -1.860 1.187 2.468
H -0.561 2.346 1.881
H 1.985 1.388 -1.009
H 0.327 2.101 -1.225
H 2.443 -2.070 -0.904
H 2.031 -0.713 -0.586
O 2.801 -1.179 -0.950

The frontier orbital gap (alpha / beta) is 10.0 / 6.5 eV. The multiplicity is 2. The LUMO energy (alpha / beta) comes out at -4.8 / -8.3 eV. The net charge is +1. For the HOMO energy (alpha / beta), the calculation gives -14.81 / -14.80 eV.

These are the natural (NBO) partial charges, in e, on atoms 1 to 6:
1 C -0.60
2 C -0.47
3 C 0.31
4 C -0.10
5 C 0.07
6 N -0.33

Model R:
The following is a DFT calculation (ωB97M-V/def2-TZVPD) of a cluster of 2 separate species, C5H11NO in total.

Element x y z (Å)
N 1.769 -1.086 -2.189
C 0.309 -0.632 -2.022
C -0.669 2.658 1.116
C -1.169 1.404 0.968
C -0.832 0.374 -0.044
C 0.162 0.361 -0.939
H 2.343 -0.273 -2.499
H 2.240 -1.214 -1.108
H -0.270 -1.602 -2.050
H -0.007 -0.074 -2.887
H -0.921 3.397 1.988
H -0.092 3.133 0.334
H -1.572 0.923 1.855
H -1.626 -0.417 0.166
H 1.101 0.973 -0.779
H -0.619 -2.339 2.113
H 0.422 -2.880 2.971
O -0.568 -2.703 3.006

The frontier orbital gap (alpha / beta) is 9.2 / 5.7 eV. The multiplicity is 2. The LUMO energy (alpha / beta) comes out at -5.3 / -8.5 eV. The net charge is +1. For the HOMO energy (alpha / beta), the calculation gives -14.48 / -14.25 eV.

These are the natural (NBO) partial charges, in e, on atoms 1 to 6:
1 N -0.74
2 C -0.33
3 C -0.12
4 C -0.19
5 C -0.13
6 C 0.04

Which structure loses on stability? model R does.

Model P:
The following is a DFT calculation (ωB97M-V/def2-TZVPD) of a cluster of 3 separate species, C4H15NO3 in total.

Element x y z (Å)
C 0.027 1.388 -1.603
C 0.040 0.914 -0.164
C -1.383 0.615 0.348
C -1.523 -0.583 1.314
O -1.379 -0.191 2.690
N 0.967 -0.205 0.055
H -0.330 2.414 -1.489
H -0.268 0.719 -2.408
H 1.085 1.588 -1.893
H 0.406 1.689 0.537
H -1.676 1.532 0.893
H -2.113 0.656 -0.477
H -2.592 -0.798 1.279
H -0.906 -1.457 1.166
H -0.425 -0.213 2.945
H 1.894 0.077 -0.256
H 0.876 -1.079 -0.457
H 0.252 -1.955 -3.390
H 1.581 -2.476 -4.092
O 1.130 -2.347 -3.278
H 1.928 -0.461 3.317
H 1.129 0.023 2.001
O 1.281 0.150 2.961

The SMILES is C[C@H](N)CCO.O.O. The frontier orbital gap is 9.9 eV. The LUMO energy comes out at 0.5 eV. The net charge is 0. For the HOMO energy, the calculation gives -9.42 eV.

These are the natural (NBO) partial charges, in e, on atoms 1 to 6:
1 C -0.64
2 C -0.05
3 C -0.45
4 C -0.08
5 O -0.76
6 N -0.88

Model Q:
The following is a DFT calculation (ωB97M-V/def2-TZVPD) of a cluster of 3 separate species, C4H15NO3 in total.

Element x y z (Å)
C -1.052 -0.999 1.268
N -0.207 -0.526 0.113
C 1.283 1.538 -0.274
C -0.145 0.911 -0.063
C -0.784 1.868 1.016
O -1.367 3.058 0.577
H -2.129 -0.679 1.256
H -0.798 -0.606 2.281
H -0.995 -2.033 1.547
H 0.777 -0.892 0.168
H 1.189 2.299 0.449
H 1.687 1.714 -1.267
H 2.094 0.954 0.264
H -0.813 1.132 -1.037
H -1.512 1.275 1.581
H 0.028 2.346 1.636
H -2.251 3.008 0.222
H 2.529 -1.819 -0.951
H 1.504 -2.878 -0.987
O 1.939 -2.320 -0.334
H -0.041 -1.862 -1.487
H -0.761 -3.112 -1.955
O 0.069 -2.623 -2.018

The SMILES is CN[C@H](C)CO.O.O. The frontier orbital gap is 9.6 eV. The LUMO energy comes out at 0.8 eV. The net charge is 0. For the HOMO energy, the calculation gives -8.79 eV.

These are the natural (NBO) partial charges, in e, on atoms 1 to 6:
1 C -0.44
2 N -0.70
3 C -0.64
4 C -0.06
5 C -0.07
6 O -0.73

Model R:
The following is a DFT calculation (ωB97M-V/def2-TZVPD) of a cluster of 4 separate species, C4H15NO3 in total.

Element x y z (Å)
C -1.081 0.334 2.200
C -1.177 1.297 0.976
C -0.793 0.498 -0.254
C -0.217 1.109 -1.270
N 0.195 -0.287 2.451
H -1.894 -0.386 2.269
H -1.342 0.978 3.053
H -0.660 2.265 1.053
H -2.195 1.688 0.984
H -1.315 -0.445 -0.382
H -0.107 2.198 -1.351
H -0.009 0.799 -2.299
H 0.302 -1.201 2.023
H 0.991 0.180 2.041
H -1.272 -1.186 -2.913
H -0.309 -2.261 -2.418
O -1.248 -1.989 -2.389
H 3.076 0.871 0.465
H 2.664 1.679 -0.763
O 2.338 1.390 0.091
H 1.480 -0.906 -1.190
H 0.967 -1.928 -0.254
O 1.184 -1.816 -1.183

The SMILES is C=CCCN.O.O.O. The frontier orbital gap is 9.5 eV. The LUMO energy comes out at 0.3 eV. The net charge is 0. For the HOMO energy, the calculation gives -9.13 eV.

These are the natural (NBO) partial charges, in e, on atoms 1 to 6:
1 C -0.22
2 C -0.46
3 C -0.19
4 C -0.41
5 N -0.83
6 H 0.20

Which structure loses on stability? model Q does.